Below is C13H39B3N2O10P2 as an isolated structure in a non-equilibrium geometry, with properties calculated with ωB97M-V with the def2-TZVPD basis set.

```
! wB97M-V def2-TZVPD RIJCOSX def2/J DEFGRID3
* xyz 0 1
N -2.919 -0.365 2.445
P -1.404 0.063 2.446
B -0.552 0.181 0.693
O -1.280 0.237 -0.454
B -0.806 1.233 -1.302
C -1.648 2.402 -1.890
O -3.038 2.358 -1.567
O -3.186 2.983 -0.288
O 0.578 1.253 -1.499
B 1.170 1.290 -0.262
P 2.289 2.815 0.134
N 3.499 2.844 -0.802
O 2.677 2.783 1.694
O 1.222 4.032 0.022
O 0.839 0.295 0.640
H -3.486 0.365 2.857
H -1.131 1.334 3.000
H -0.541 -0.777 3.180
H -1.533 2.510 -2.969
H -1.229 3.323 -1.476
H -3.422 3.888 -0.535
H 3.542 3.666 -1.388
H 1.920 3.010 2.244
H 1.474 4.704 0.666
C 5.154 -3.633 2.009
C 3.894 -4.463 1.831
O 2.708 -3.810 2.244
C 2.395 -2.610 1.563
C 2.187 -2.788 0.069
H 5.243 -3.291 3.041
H 6.031 -4.231 1.762
H 5.161 -2.754 1.363
H 3.954 -5.357 2.453
H 3.806 -4.805 0.794
H 3.151 -1.842 1.760
H 1.468 -2.259 2.019
H 3.106 -3.086 -0.437
H 1.855 -1.852 -0.379
H 1.439 -3.558 -0.123
C -1.398 -4.956 0.374
C -0.637 -6.228 0.710
O -1.421 -7.404 0.643
C -1.989 -7.697 -0.619
C -0.969 -7.900 -1.727
H -2.284 -4.856 1.002
H -0.758 -4.088 0.536
H -1.724 -4.935 -0.667
H -0.281 -6.180 1.738
H 0.251 -6.319 0.074
H -2.714 -6.926 -0.904
H -2.553 -8.617 -0.468
H -0.421 -6.984 -1.951
H -1.472 -8.216 -2.642
H -0.245 -8.665 -1.443
C -0.723 7.116 0.221
C -0.491 6.566 -1.178
O -1.535 5.728 -1.643
C -2.813 6.329 -1.759
C -2.865 7.498 -2.726
H -0.919 6.301 0.922
H 0.156 7.667 0.556
H -1.572 7.798 0.261
H 0.396 5.939 -1.177
H -0.300 7.382 -1.883
H -3.188 6.632 -0.773
H -3.468 5.532 -2.116
H -2.268 8.343 -2.379
H -3.893 7.844 -2.836
H -2.489 7.200 -3.705
*
```

frontier orbital gap = 8.3 eV
calculated total energy = -58177.3059 eV
relative energy (zero: lowest compared OMol25 entry of this formula, charge and spin) = 8.7 kcal per mole
E_HOMO = -8.546 eV
LUMO energy = -0.231 eV
molar mass = 477.84 g mol⁻¹

Below is a 3-piece molecular cluster, C21H23BCl2NO11 overall, with properties calculated with ωB97M-V with the def2-TZVPD basis set.

```
! wB97M-V def2-TZVPD RIJCOSX def2/J DEFGRID3
* xyz -1 1
C 3.292 4.960 -0.295
N 2.012 5.639 -0.517
C 0.884 4.696 -0.541
C 0.692 4.001 0.797
C -0.743 3.526 1.046
O -0.654 2.307 1.731
B 0.754 1.810 1.697
C 1.346 1.627 3.230
C 1.190 2.862 4.044
O 1.560 3.010 5.190
C 0.761 0.331 0.920
Cl 0.681 -1.081 1.960
C 0.754 -0.003 -0.363
C 0.721 -1.383 -0.943
Cl 0.716 1.254 -1.574
O 1.514 2.884 1.020
H 3.347 3.988 -0.795
H 4.105 5.590 -0.657
H 3.440 4.786 0.769
H 2.049 6.080 -1.427
H -0.025 5.273 -0.741
H 0.994 3.973 -1.351
H 0.930 4.780 1.542
H -1.305 3.406 0.107
H -1.276 4.259 1.661
H 0.850 0.834 3.796
H 2.414 1.384 3.222
H 0.685 3.720 3.564
H 1.511 -2.001 -0.513
H -0.228 -1.870 -0.705
H 0.821 -1.358 -2.023
C 1.710 -5.076 2.532
C 1.670 -5.859 3.618
C 0.902 -7.159 3.649
O 0.948 -7.802 4.683
C 0.166 -7.562 2.469
C 0.202 -6.777 1.384
C 0.991 -5.487 1.344
O 0.971 -4.878 0.292
O -0.428 -7.043 0.252
O 2.289 -5.581 4.756
H 2.252 -4.140 2.503
H -0.392 -8.487 2.504
H -0.218 -6.298 -0.348
H 2.083 -6.318 5.363
C -3.710 0.669 -5.626
C -4.209 1.605 -4.808
C -3.882 1.651 -3.332
O -4.387 2.562 -2.702
C -3.014 0.634 -2.784
C -2.512 -0.303 -3.603
C -2.823 -0.338 -5.079
O -2.307 -1.226 -5.735
O -1.702 -1.266 -3.198
O -5.024 2.574 -5.196
H -3.936 0.633 -6.682
H -2.775 0.672 -1.729
H -1.461 -1.785 -3.988
H -5.202 3.100 -4.389
*
```

frontier orbital gap = 5.2 eV
calculated total energy = -71885.9024 eV
relative energy (zero: lowest compared OMol25 entry of this formula, charge and spin) = 0.0 kcal per mole
E_HOMO = -5.029 eV
LUMO energy = 0.206 eV
molar mass = 547.13 g mol⁻¹

Below is C16H23CoIN3O4S as an isolated structure in a non-equilibrium geometry, with properties calculated with ωB97M-V with the def2-TZVPD basis set.

```
! wB97M-V def2-TZVPD RIJCOSX def2/J DEFGRID3
* xyz 0 5
Co -1.856 -2.297 1.716
O 4.908 -2.714 2.385
C 4.343 -2.701 1.268
O 4.726 -2.466 0.088
C 2.784 -2.965 1.346
C 2.046 -3.066 0.168
C 0.675 -3.065 0.229
N 0.032 -2.956 1.403
C 0.734 -2.930 2.555
C 2.109 -2.952 2.569
C -0.112 -2.770 3.783
O 0.341 -2.867 4.885
O -1.403 -2.513 3.480
H 2.568 -3.101 -0.780
H 0.056 -3.125 -0.662
H 2.655 -2.900 3.501
I -3.603 -3.454 0.505
C -2.860 2.017 -3.967
C -2.848 2.376 -2.479
C -3.460 1.297 -1.582
C -2.751 -0.054 -1.653
N -1.305 0.039 -1.386
C -0.709 0.078 -0.195
S -1.623 -0.039 1.293
N 0.592 0.275 -0.174
C 1.457 0.426 1.017
C 1.521 1.850 1.559
C 2.185 2.883 0.642
C 1.324 3.351 -0.542
H -2.497 2.850 -4.571
H -3.875 1.779 -4.300
H -2.226 1.151 -4.190
H -3.415 3.297 -2.332
H -1.823 2.586 -2.154
H -4.504 1.129 -1.870
H -3.457 1.639 -0.545
H -2.858 -0.496 -2.642
H -3.192 -0.738 -0.939
H -0.721 0.207 -2.191
H 1.043 0.441 -1.061
H 2.450 0.080 0.739
H 1.081 -0.229 1.787
H 2.089 1.787 2.490
H 0.508 2.180 1.819
H 3.136 2.485 0.276
H 2.423 3.756 1.252
H 1.265 2.607 -1.342
H 1.740 4.258 -0.986
H 0.302 3.579 -0.215
*
```

frontier orbital gap (alpha / beta) = 7.8 / 4.8 eV
calculated total energy = -86189.1505 eV
relative energy (zero: lowest compared OMol25 entry of this formula, charge and spin) = 0.0 kcal per mole
E_HOMO (alpha / beta) = -8.198 / -8.194 eV
LUMO energy (alpha / beta) = -0.437 / -3.365 eV
molar mass = 539.28 g mol⁻¹

Below is a 2-piece molecular cluster, C5H14NO2 overall in a non-equilibrium geometry, with properties calculated with ωB97M-V with the def2-TZVPD basis set.

```
! wB97M-V def2-TZVPD RIJCOSX def2/J DEFGRID3
* xyz 0 2
O 2.245 -0.764 1.737
C 1.360 -1.429 0.864
C 0.800 -0.490 -0.214
N -0.133 0.541 0.411
C -1.540 -0.016 0.430
C -1.443 -1.299 -0.371
C -0.142 -1.230 -1.164
H 3.138 -0.655 1.381
H 1.807 -2.257 0.306
H 0.564 -1.744 1.533
H 1.540 0.140 -0.711
H 0.189 0.806 1.361
H -0.051 1.398 -0.205
H -2.148 0.766 -0.028
H -1.800 -0.201 1.470
H -2.373 -1.590 -0.865
H -1.325 -2.149 0.314
H 0.225 -2.235 -1.395
H -0.243 -0.738 -2.134
H 0.499 4.579 -0.740
H -0.960 4.595 -0.968
O -0.209 3.973 -1.013
*
```

frontier orbital gap (alpha / beta) = 3.6 / 11.6 eV
calculated total energy = -10993.4318 eV
relative energy (zero: lowest compared OMol25 entry of this formula, charge and spin) = 34.5 kcal per mole
E_HOMO (alpha / beta) = -2.725 / -10.959 eV
LUMO energy (alpha / beta) = 0.832 / 0.612 eV
molar mass = 120.17 g mol⁻¹

Below is one molecule with the formula C4H6N2O in a non-equilibrium geometry, with properties calculated with ωB97M-V with the def2-TZVPD basis set.

```
! wB97M-V def2-TZVPD RIJCOSX def2/J DEFGRID3
* xyz 0 1
N 0.568 0.684 -1.039
N 1.061 -1.215 1.102
C -0.713 0.669 -1.589
C 0.509 1.010 0.310
C 0.432 0.021 1.241
C -1.528 -0.278 -1.151
O -2.399 -1.081 -1.095
H 1.034 -0.225 -1.129
H 0.478 -1.836 0.540
H 1.172 -1.683 1.999
H -1.078 1.604 -1.998
H 0.183 2.022 0.528
H 0.280 0.306 2.280
*
```

frontier orbital gap = 8.4 eV
calculated total energy = -9269.9391 eV
relative energy (zero: lowest compared OMol25 entry of this formula, charge and spin) = 82.2 kcal per mole
E_HOMO = -8.179 eV
LUMO energy = 0.213 eV
molar mass = 98.10 g mol⁻¹
structure (SMILES) = N/C=C\NC=C=O

Below is C34H37BrN8O7Sc as an isolated structure, with properties calculated with ωB97M-V with the def2-TZVPD basis set.

```
! wB97M-V def2-TZVPD RIJCOSX def2/J DEFGRID3
* xyz 1 1
Sc 0.029 0.004 -0.316
N 1.316 4.219 0.091
C 1.556 3.006 -0.400
N 0.592 2.195 -0.002
C -0.224 2.998 0.743
N 0.181 4.239 0.816
C -1.440 2.446 1.343
C -2.288 3.171 2.169
N -3.381 2.624 2.685
C -3.625 1.356 2.377
C -2.782 0.626 1.550
N -1.689 1.173 1.032
H 1.846 5.066 -0.040
H 2.403 2.741 -1.012
H -2.073 4.204 2.411
H -4.516 0.905 2.795
H -2.988 -0.408 1.302
C 6.463 -3.048 -3.539
C 6.024 -1.734 -4.199
C 5.975 -1.950 -5.712
C 7.060 -0.641 -3.899
C 4.670 -1.307 -3.634
C 4.536 -1.094 -2.268
C 3.312 -0.716 -1.762
Br 3.091 -0.442 0.104
C 2.176 -0.523 -2.547
O 1.029 -0.138 -1.964
C 2.298 -0.727 -3.934
C 3.542 -1.117 -4.427
C 1.101 -0.508 -4.864
C -0.065 -1.427 -4.466
C 0.677 0.968 -4.785
C 1.439 -0.805 -6.327
H 7.431 -3.360 -3.935
H 5.740 -3.842 -3.736
H 6.566 -2.945 -2.458
H 6.960 -2.259 -6.064
H 5.707 -1.036 -6.244
H 5.265 -2.734 -5.985
H 8.037 -0.929 -4.293
H 7.169 -0.476 -2.826
H 6.771 0.305 -4.360
H 5.372 -1.229 -1.595
H 3.634 -1.282 -5.488
H -0.350 -1.294 -3.425
H 0.210 -2.472 -4.619
H -0.933 -1.214 -5.096
H 0.480 1.246 -3.750
H -0.227 1.134 -5.379
H 1.469 1.612 -5.175
H 1.752 -1.841 -6.465
H 2.222 -0.150 -6.711
H 0.548 -0.643 -6.936
O -0.952 -1.875 -0.263
C -0.971 -2.788 0.592
C -0.436 -2.723 1.900
C -0.605 -3.841 2.742
C -0.133 -3.794 4.016
C 0.528 -2.655 4.511
C 0.711 -1.563 3.711
C 0.240 -1.554 2.374
O 0.421 -0.525 1.624
N -0.320 -4.955 4.895
O -0.902 -5.916 4.436
O 0.118 -4.872 6.023
H -1.464 -3.725 0.306
H -1.110 -4.731 2.388
H 0.886 -2.668 5.531
H 1.221 -0.681 4.075
O 0.070 5.716 -3.386
C -0.790 5.289 -4.439
N -1.184 3.946 -4.150
C -2.454 3.609 -3.787
O -3.413 4.345 -3.861
C -2.590 2.216 -3.242
C -3.686 1.422 -3.555
C -3.767 0.159 -2.997
C -2.780 -0.253 -2.116
N -1.747 0.523 -1.777
C -1.659 1.726 -2.348
H 0.454 6.563 -3.638
H -0.263 5.331 -5.395
H -1.698 5.889 -4.488
H -0.483 3.222 -4.185
H -4.448 1.798 -4.226
H -4.586 -0.506 -3.232
H -2.807 -1.235 -1.661
H -0.811 2.338 -2.067
*
```

frontier orbital gap = 7.1 eV
calculated total energy = -152853.6562 eV
relative energy (zero: lowest compared OMol25 entry of this formula, charge and spin) = 0.0 kcal per mole
E_HOMO = -10.525 eV
LUMO energy = -3.432 eV
molar mass = 794.58 g mol⁻¹

Below is a 2-piece molecular cluster, C2H5ClN2O2 overall in a non-equilibrium geometry, with properties calculated with ωB97M-V with the def2-TZVPD basis set.

```
! wB97M-V def2-TZVPD RIJCOSX def2/J DEFGRID3
* xyz 0 1
C 0.758 0.269 -0.537
C 1.920 0.543 0.412
N -0.393 -0.149 -0.130
N -1.589 -0.208 0.049
O -2.187 -1.146 0.610
O 2.974 -0.235 -0.020
Cl -4.821 0.526 -0.103
H 1.033 0.178 -1.543
H -4.254 -0.592 0.159
H 1.697 0.071 1.418
H 2.150 1.656 0.273
H 2.712 -0.912 -0.587
*
```

frontier orbital gap = 8.9 eV
calculated total energy = -21747.9715 eV
relative energy (zero: lowest compared OMol25 entry of this formula, charge and spin) = 50.8 kcal per mole
E_HOMO = -9.449 eV
LUMO energy = -0.544 eV
molar mass = 124.53 g mol⁻¹
structure (SMILES) = O=N/N=C/CO.Cl

Below is a 3-piece molecular cluster, C21H32N4O5 overall in a non-equilibrium geometry, with properties calculated with ωB97M-V with the def2-TZVPD basis set.

```
! wB97M-V def2-TZVPD RIJCOSX def2/J DEFGRID3
* xyz 0 1
C -2.253 -5.202 0.620
C -0.890 -5.807 0.013
O -0.964 -6.627 -0.934
N 0.359 -5.361 0.664
C 0.755 -6.261 1.790
C 1.470 -5.158 -0.316
C 2.633 -4.317 0.459
C 3.612 -3.546 -0.552
C 4.164 -2.141 -0.018
C 3.064 -1.189 0.631
C 3.181 -0.672 2.105
C 2.095 0.247 2.761
C 0.853 0.653 1.938
C 0.723 0.130 0.489
C 1.811 -0.765 -0.167
C 1.340 -1.064 -1.654
O 1.908 -1.602 -2.628
N -0.009 -0.501 -1.752
C -0.410 0.315 -0.608
O -1.478 0.968 -0.575
H -2.381 -4.100 0.329
H -3.184 -5.784 0.287
H -2.233 -5.213 1.776
H 1.594 -6.982 1.503
H 1.145 -5.577 2.633
H -0.149 -6.830 2.224
H 1.070 -4.566 -1.224
H 1.850 -6.193 -0.638
H 2.084 -3.651 1.206
H 3.229 -5.088 1.053
H 4.539 -4.225 -0.689
H 3.107 -3.507 -1.575
H 4.796 -1.588 -0.813
H 4.918 -2.388 0.826
H 4.059 -0.952 2.795
H 2.162 0.610 3.834
H -0.007 1.311 2.320
H -0.707 -1.145 -2.154
C -2.527 3.126 1.523
C -3.173 3.878 2.655
O -3.244 3.417 3.787
N -3.690 5.110 2.388
C -3.701 5.816 1.125
H -2.164 2.165 1.885
H -3.256 2.943 0.730
H -1.678 3.693 1.134
H -4.107 5.555 3.193
H -3.173 6.763 1.255
H -4.740 6.019 0.854
H -3.227 5.245 0.329
C -0.202 6.425 -2.928
C -0.170 5.133 -2.156
O 0.433 5.022 -1.097
N -0.840 4.067 -2.673
C -1.604 4.004 -3.900
H 0.374 7.181 -2.395
H 0.244 6.284 -3.915
H -1.231 6.779 -3.024
H -0.775 3.234 -2.102
H -2.630 3.724 -3.652
H -1.166 3.232 -4.537
H -1.607 4.952 -4.433
*
```

frontier orbital gap = 8.1 eV
calculated total energy = -38489.7476 eV
relative energy (zero: lowest compared OMol25 entry of this formula, charge and spin) = 0.0 kcal per mole
E_HOMO = -9.237 eV
LUMO energy = -1.128 eV
molar mass = 420.51 g mol⁻¹
structure (SMILES) = CC(=O)N(C)CCCCc1cccc2c1C(=O)NC2=O.CNC(C)=O.CNC(C)=O

Below is C19H27LuNO as an isolated structure in a non-equilibrium geometry, with properties calculated with ωB97M-V with the def2-TZVPD basis set.

```
! wB97M-V def2-TZVPD RIJCOSX def2/J DEFGRID3
* xyz -1 1
C -0.339 -2.086 -0.825
C -1.527 -1.408 -0.447
C -1.407 -0.974 0.893
C -0.121 -1.384 1.378
C 0.570 -2.038 0.289
Lu 0.421 0.281 -0.466
N 2.445 -0.130 -1.203
C 0.265 0.952 -2.269
C -1.090 1.321 -1.933
H -2.190 -0.511 1.519
H -2.451 -1.345 -1.065
H 0.232 -1.322 2.392
H 1.576 -2.429 0.326
H -0.155 -2.653 -1.761
H -1.924 0.797 -2.517
H 0.833 1.926 -2.431
H 3.034 -0.222 -2.113
H -1.313 2.434 -1.944
H 0.199 -0.050 -2.937
C 1.231 0.751 5.029
C 0.665 1.117 3.656
C -0.861 1.235 3.734
C 1.289 2.385 3.080
C 1.986 3.275 3.886
C 2.420 4.509 3.392
C 2.167 4.855 2.079
C 1.488 3.995 1.232
C 1.170 4.410 -0.207
C 0.345 5.697 -0.201
C 2.468 4.575 -0.989
C 1.149 2.693 1.689
O 0.770 1.789 0.820
H 0.949 1.497 5.786
H 2.323 0.678 4.994
H 0.842 -0.222 5.355
H 0.906 0.299 2.958
H -1.140 2.005 4.485
H -1.297 1.523 2.755
H -1.297 0.268 4.051
H 2.168 3.005 4.920
H 2.935 5.195 4.055
H 2.491 5.821 1.671
H 0.571 3.624 -0.689
H 0.906 6.519 0.260
H 0.074 5.973 -1.225
H -0.579 5.549 0.372
H 3.033 3.635 -0.992
H 2.254 4.859 -2.023
H 3.093 5.352 -0.532
*
```

frontier orbital gap (alpha / beta) = 6.6 / 7.4 eV
calculated total energy = -57296.6439 eV
E_HOMO (alpha / beta) = -3.452 / -4.262 eV
LUMO energy (alpha / beta) = 3.166 / 3.148 eV
molar mass = 460.40 g mol⁻¹

Below is a 2-piece molecular cluster, C4H8NO4 overall in a non-equilibrium geometry, with properties calculated with ωB97M-V with the def2-TZVPD basis set.

```
! wB97M-V def2-TZVPD RIJCOSX def2/J DEFGRID3
* xyz -1 1
C -1.555 0.457 0.403
C -0.624 1.473 -0.224
C -1.113 -0.727 -0.512
C 0.365 -0.605 -0.419
N 0.584 0.722 -0.343
O 1.681 1.443 -0.446
O -1.522 -1.918 -0.021
O 3.269 -0.517 0.939
O 1.241 -1.538 -0.470
H -1.262 0.093 1.358
H -2.617 0.718 0.252
H -0.924 1.879 -1.144
H -0.577 2.254 0.513
H -1.630 -0.669 -1.446
H -0.885 -2.353 0.515
H 2.427 -1.000 0.721
H 3.142 0.285 0.322
*
```

frontier orbital gap = 6.8 eV
calculated total energy = -13956.9746 eV
relative energy (zero: lowest compared OMol25 entry of this formula, charge and spin) = 93.2 kcal per mole
E_HOMO = -3.076 eV
LUMO energy = 3.696 eV
molar mass = 134.11 g mol⁻¹

Below is a 2-piece molecular cluster, C3H7IN3 overall in a non-equilibrium geometry, with properties calculated with ωB97M-V with the def2-TZVPD basis set.

```
! wB97M-V def2-TZVPD RIJCOSX def2/J DEFGRID3
* xyz 1 1
C 1.187 -1.082 1.288
C -0.832 -0.884 0.621
C -0.645 1.438 -1.737
N 0.835 0.223 1.283
N 0.140 -1.792 0.887
N -0.475 0.320 0.842
I 2.008 1.808 1.773
H 2.184 -1.585 1.275
H -1.878 -1.313 0.332
H -1.239 0.976 -0.956
H 0.305 0.845 -1.860
H -0.462 2.538 -1.705
H 0.060 -2.728 0.663
H -1.188 1.236 -2.707
*
```

frontier orbital gap = 9.3 eV
calculated total energy = -15786.6266 eV
relative energy (zero: lowest compared OMol25 entry of this formula, charge and spin) = 38.4 kcal per mole
E_HOMO = -14.449 eV
LUMO energy = -5.158 eV
molar mass = 212.01 g mol⁻¹